Entry from the OMol25 dataset: a molecular structure, C4H6HoO2 in a non-equilibrium geometry (ωB97M-V/def2-TZVPD).

## Properties
expectation value of S²	8.78
electronic energy	-1254.276107	Eh
Kohn-Sham gap (alpha / beta)	6.59 / 6.21	eV
largest force on an atom	0.0771	hartree/bohr
spin multiplicity	6

Geometry as XYZ:
```
13
Properties=species:S:1:pos:R:3:forces:R:3
O -0.3643 1.6557 0.3330 2.388 -1.743 -1.602
C 0.1719 0.7850 -0.5017 -2.495 1.251 1.748
H -1.8764 1.3917 0.1949 -3.613 -1.576 0.402
H -0.2814 0.8136 -1.5136 0.939 0.100 -0.035
C -2.9102 0.5870 -0.0352 2.904 0.781 -0.836
C -2.4249 -0.6653 -0.1455 0.394 0.536 -0.793
C -1.1558 -1.0632 0.5677 -0.625 -0.159 0.886
O 0.0506 -0.6203 -0.0617 2.350 0.077 -0.392
Ho 2.5634 -0.4893 0.1443 -2.100 0.393 -0.264
H -2.7383 -1.3338 -0.9599 -0.557 -0.145 0.785
H -3.7855 0.8224 -0.6574 0.378 0.261 0.413
H -1.0415 -2.1556 0.6213 -0.113 0.323 0.014
H -1.2016 -0.6639 1.5938 0.150 -0.098 -0.328
```
Forces are in eV/Å.


Entry from the OMol25 dataset: a molecular structure, C28H40BeClFN5O8SSbSe (ωB97M-V/def2-TZVPD).

## Properties
electronic energy	-5581.440831	Eh
Kohn-Sham gap	6.92	eV
net charge	-2
largest force on an atom	0.0132	hartree/bohr

Geometry as XYZ:
```
87
Properties=species:S:1:pos:R:3:forces:R:3
Be 0.1338 -0.6490 1.2029 -0.155 0.141 0.092
F 0.3344 5.4823 1.7356 -0.019 0.080 -0.062
C 1.2397 4.6968 2.3496 0.120 0.148 0.074
C 1.0277 3.3876 2.4993 -0.017 -0.382 0.132
N 1.8946 2.5696 3.1811 0.041 0.086 0.065
C 1.6694 1.1200 3.2426 0.024 0.265 -0.105
C 0.1810 0.7955 3.3910 0.297 0.032 0.101
O -0.4872 1.3947 4.2157 -0.093 0.012 -0.054
O -0.2499 -0.1576 2.6392 -0.402 -0.262 -0.009
C 3.0592 3.0656 3.7173 -0.209 0.016 -0.044
O 3.8433 2.4147 4.3810 0.093 -0.021 -0.044
N 3.2753 4.4129 3.4676 -0.015 0.014 -0.011
C 2.4479 5.3252 2.8228 0.038 -0.090 0.002
O 2.7595 6.4981 2.7153 0.023 0.059 0.019
H 0.1332 2.9236 2.1051 0.099 0.029 0.081
H 2.1759 0.7629 4.1349 0.043 -0.043 0.051
H 2.0987 0.6353 2.3662 -0.016 0.096 0.074
H 4.1634 4.7660 3.7883 -0.036 0.011 0.052
C 0.5939 1.1305 -6.0360 0.038 0.116 -0.005
C 0.9039 1.2925 -4.5493 -0.117 0.076 0.036
C 0.5479 2.7225 -4.1222 0.118 -0.001 0.043
C 2.4059 1.1035 -4.3237 0.018 0.028 -0.047
Sb -0.1690 -0.0033 -3.0886 -0.010 -0.427 -0.197
C 0.6782 -2.0015 -3.6282 -0.016 0.163 0.011
C 0.9046 -2.2195 -5.1196 0.121 -0.103 0.041
C 2.0113 -2.0976 -2.8792 -0.036 -0.084 0.062
C -0.2234 -3.1157 -3.0995 0.051 -0.004 0.086
C -2.2438 -0.1121 -3.9095 0.050 0.105 0.080
C -2.8690 1.2020 -3.4227 -0.080 -0.052 -0.024
C -2.9789 -1.2637 -3.2139 -0.041 0.137 0.133
C -2.4384 -0.2396 -5.4162 -0.101 -0.027 0.047
H 1.3361 1.6995 -6.6176 -0.042 -0.017 0.018
H -0.3857 1.5356 -6.2871 -0.006 0.019 -0.003
H 0.6265 0.0981 -6.3786 0.014 -0.006 -0.007
H 1.0851 3.4401 -4.7600 -0.022 -0.024 0.025
H 0.8510 2.9140 -3.0879 0.016 -0.002 -0.058
H -0.5208 2.9309 -4.2168 0.028 -0.003 -0.010
H 2.9437 1.9290 -4.8126 -0.019 -0.053 -0.011
H 2.7739 0.1704 -4.7559 -0.016 0.018 0.012
H 2.6768 1.1310 -3.2675 -0.006 0.042 -0.003
H 1.6550 -1.5392 -5.5233 -0.006 -0.009 -0.010
H -0.0121 -2.1050 -5.7010 -0.005 -0.016 -0.003
H 1.2730 -3.2453 -5.2806 -0.007 0.043 -0.010
H 2.7405 -1.3517 -3.1972 -0.025 -0.009 0.024
H 2.4495 -3.0918 -3.0548 0.002 0.049 -0.014
H 1.8711 -1.9926 -1.7990 -0.003 -0.008 -0.058
H -1.1424 -3.2093 -3.6745 0.023 -0.043 -0.046
H -0.4891 -2.9714 -2.0489 0.003 0.014 -0.046
H 0.3177 -4.0708 -3.1800 -0.025 0.037 -0.002
H -2.7925 1.3023 -2.3359 -0.007 -0.017 -0.033
H -3.9373 1.2252 -3.6858 0.044 0.007 0.002
H -2.3959 2.0781 -3.8720 -0.024 -0.012 -0.011
H -2.7211 -1.3597 -2.1531 -0.051 0.036 -0.139
H -2.7821 -2.2184 -3.6961 -0.027 -0.019 -0.033
H -4.0628 -1.0828 -3.2753 0.047 -0.012 -0.021
H -2.1337 0.6591 -5.9479 0.010 0.021 -0.016
H -3.5077 -0.3978 -5.6302 0.049 0.007 0.003
H -1.8911 -1.0848 -5.8379 -0.025 -0.007 0.008
C -1.0800 -5.9849 2.7403 -0.023 0.002 0.016
C -2.0047 -4.9756 2.1182 0.151 0.065 0.050
C -3.3730 -5.1874 2.0291 -0.065 -0.046 0.006
C -4.1074 -4.1604 1.4620 0.019 0.155 -0.045
N -3.5684 -3.0492 0.9837 0.113 -0.153 -0.062
C -2.2188 -2.9545 1.0492 0.111 -0.086 0.226
S -1.4845 -1.6094 0.2378 -0.179 -0.016 -0.232
N -1.4354 -3.8753 1.6461 -0.025 0.037 -0.060
H -1.6319 -6.8131 3.1867 0.009 0.004 -0.001
H -0.4680 -5.5030 3.5035 -0.012 -0.001 -0.024
H -0.4022 -6.3777 1.9807 0.000 0.014 0.013
H -3.8375 -6.0936 2.3948 -0.014 0.023 0.012
H -5.1905 -4.2294 1.3940 -0.010 -0.002 -0.006
O 3.9201 0.1254 -0.0740 -0.327 0.105 -0.079
Se 2.4261 0.5920 -0.5166 0.196 -0.394 0.414
O 2.0447 2.0663 0.3623 0.426 0.056 -0.527
O 1.4325 -0.4344 0.5445 0.334 -0.233 -0.216
O 2.7495 2.6774 -0.8411 -0.333 0.195 0.268
Cl -4.6321 2.6679 1.8460 0.093 -0.003 -0.067
C -3.1153 2.7229 0.9783 -0.038 -0.074 0.008
C -2.6286 3.9277 0.5108 -0.036 0.077 0.008
C -1.4193 3.9245 -0.1642 -0.024 0.045 -0.086
C -0.7503 2.7215 -0.3355 -0.054 -0.119 -0.113
N -1.2413 1.5617 0.1074 -0.010 0.008 0.250
C -2.4019 1.5530 0.7580 -0.016 0.132 -0.075
H -3.1799 4.8434 0.6827 0.012 -0.007 0.003
H -0.9867 4.8456 -0.5338 0.000 -0.060 0.040
H 0.2247 2.6843 -0.8131 -0.086 0.041 0.019
H -2.7685 0.5875 1.0951 0.058 0.080 0.024
```
Forces are in eV/Å.


Entry from the OMol25 dataset: a single C4H11N3O molecule in a non-equilibrium geometry (ωB97M-V/def2-TZVPD).

## Properties
electronic energy	-398.494285	Eh
Kohn-Sham gap	9.61	eV
largest force on an atom	0.0359	hartree/bohr
ΔE to the lowest compared entry with this formula, charge and spin	157.2	kJ/mol

Geometry as XYZ:
```
19
Properties=species:S:1:pos:R:3:forces:R:3
C -0.6899 -1.6709 0.1074 -0.038 0.243 -0.113
N -2.3204 0.7477 -0.2431 0.185 0.360 -0.208
C -1.1341 0.7808 0.5044 0.914 1.275 -0.195
N -0.2762 -0.3759 0.5864 0.903 0.202 -0.232
H -3.1424 0.4881 0.2816 0.059 -0.019 -0.224
H -2.2213 0.3220 -1.1556 -0.281 -0.117 0.233
H -1.3207 1.2456 1.4787 -0.210 -0.139 -0.088
H 0.1819 -2.3204 0.1150 -0.063 -0.119 0.042
H -1.4495 -2.0627 0.7855 0.044 -0.126 -0.064
H -1.0926 -1.6699 -0.9151 -0.013 -0.085 0.028
C 2.0263 0.5544 0.7979 -0.280 0.164 -0.362
C 0.8030 0.3974 -0.0952 0.036 -1.004 0.482
N 1.1733 -0.1277 -1.3738 0.051 0.081 0.011
O -0.0094 1.5681 -0.1530 -1.562 -0.734 0.657
H 0.4661 0.0904 -2.0661 0.062 0.001 0.012
H 2.0597 0.2466 -1.6857 -0.017 -0.001 -0.026
H 2.5808 -0.3804 0.8236 0.055 -0.052 0.045
H 2.6583 1.3478 0.4053 0.171 0.070 -0.012
H 1.7071 0.8190 1.8017 -0.017 0.001 0.014
```
Forces are in eV/Å.


Entry from the OMol25 dataset: 2 unconnected molecules or ions with the total composition C2H11N2O in a non-equilibrium geometry (ωB97M-V/def2-TZVPD).

## Properties
electronic energy	-267.318043	Eh
Kohn-Sham gap	11.44	eV
net charge	+1
largest force on an atom	0.0244	hartree/bohr
ΔE to the lowest compared entry with this formula, charge and spin	17.5	kJ/mol

Geometry as XYZ:
```
16
Properties=species:S:1:pos:R:3:forces:R:3
C 1.6520 0.5288 0.3177 -0.409 0.043 -0.590
N 1.5535 -0.7927 0.9399 -0.126 0.066 -0.048
C 0.7716 0.5141 -0.9603 -0.720 -0.086 1.023
N -0.5097 -0.2104 -0.5785 0.183 -0.338 0.208
H 1.2256 1.3129 0.9425 0.130 -0.245 0.454
H 2.6804 0.8101 0.0962 -0.054 0.152 -0.291
H 1.9151 -0.7902 1.8842 -0.110 0.010 0.076
H 2.0944 -1.4779 0.4219 0.137 0.072 0.045
H 0.4327 1.5000 -1.2606 0.611 0.108 -0.362
H 1.2136 -0.0848 -1.7503 0.007 0.238 -0.226
H -1.0236 -0.5369 -1.3948 0.242 -0.472 0.034
H -1.2501 0.2630 -0.0444 0.226 0.605 0.026
H -0.1615 -0.9476 0.0800 -0.206 -0.172 -0.392
H -3.4671 -0.6712 0.8618 0.320 0.016 -0.346
H -3.9225 0.6129 0.2671 0.223 0.171 -0.335
O -3.2042 -0.0300 0.1777 -0.454 -0.168 0.723
```
Forces are in eV/Å.